Here is a molecular structure, C48H62N8OPtSSi5 from OMol25. Energies are from ωB97M-V/def2-TZVPD.

Cartesian coordinates (Å):
1 Pt -0.4207 0.7257 0.5291
2 C 5.7046 -11.2535 2.8705
3 O 6.1462 -10.1714 2.0573
4 C 5.3691 -9.0823 1.9659
5 C 5.8668 -8.0459 1.1671
6 C 5.1455 -6.8887 1.0069
7 C 3.9045 -6.7313 1.6362
8 C 3.4209 -7.7630 2.4327
9 C 4.1376 -8.9359 2.6040
10 C 3.1671 -5.4916 1.4384
11 N 3.6529 -4.3897 0.8983
12 C 2.6243 -3.5011 0.9082
13 C 1.4863 -4.0525 1.4643
14 N 1.8507 -5.3329 1.7961
15 C 0.2668 -3.3366 1.6004
16 C -0.9207 -3.8038 2.1914
17 C -2.0087 -2.9750 2.2781
18 C -1.9350 -1.6753 1.7706
19 N -0.8311 -1.2188 1.2015
20 C 0.2647 -2.0186 1.1097
21 C 1.4392 -1.4365 0.5176
22 N 1.3548 -0.1459 0.0818
23 C 2.4361 0.4509 -0.3820
24 C 3.6697 -0.1991 -0.4722
25 C 3.7751 -1.5046 -0.0724
26 C 2.6364 -2.1518 0.4376
27 H 6.4833 -12.0064 2.8097
28 H 4.7677 -11.6675 2.4930
29 H 5.5836 -10.9371 3.9081
30 H 6.8247 -8.1831 0.6848
31 H 5.5297 -6.0884 0.3899
32 H 2.4788 -7.6682 2.9612
33 H 3.7389 -9.7164 3.2336
34 H 1.2791 -6.0436 2.2185
35 H -0.9746 -4.8087 2.5901
36 H -2.9310 -3.3081 2.7327
37 H -2.7907 -1.0140 1.8056
38 H 2.3214 1.4865 -0.6566
39 H 4.5191 0.3482 -0.8561
40 H 4.7087 -2.0491 -0.1262
41 C 0.0113 6.2465 0.7213
42 Si 1.6838 5.9614 1.5031
43 C 1.7728 7.0044 3.0485
44 C 3.0696 6.3711 0.3257
45 C 1.9548 4.1622 2.0950
46 C 2.9474 3.9901 3.0653
47 C 3.1610 2.7728 3.6904
48 C 2.3232 1.7262 3.3565
49 N 1.3866 1.8291 2.4135
50 C 1.2592 2.9954 1.7739
51 S 0.0983 2.9836 0.3988
52 H -0.1078 7.3276 0.6044
53 H -0.8079 5.8956 1.3519
54 H -0.1034 5.8016 -0.2647
55 H 1.7020 8.0627 2.7885
56 H 2.7063 6.8683 3.5959
57 H 0.9498 6.7742 3.7282
58 H 2.9697 7.3947 -0.0420
59 H 3.0699 5.7047 -0.5401
60 H 4.0444 6.2902 0.8105
61 H 3.5586 4.8369 3.3564
62 H 3.9275 2.6543 4.4429
63 H 2.3971 0.7650 3.8535
64 C -1.5223 -0.4386 -4.6601
65 Si -0.7320 -0.7793 -2.9944
66 C -1.8514 -1.9660 -2.0517
67 C 0.9353 -1.5814 -3.2995
68 Si -0.5433 1.3521 -1.9410
69 Si -2.5981 2.4484 -2.4317
70 C -4.0128 1.2065 -2.2628
71 C -2.6138 3.0211 -4.2136
72 C -2.8644 3.9792 -1.3625
73 Si 1.0446 2.7496 -3.0751
74 C 0.6474 4.5593 -2.8392
75 C 0.8625 2.2812 -4.8824
76 C 2.8775 2.5687 -2.6918
77 H -1.5137 -1.3726 -5.2291
78 H -0.9738 0.2997 -5.2427
79 H -2.5598 -0.1154 -4.5762
80 H -1.4980 -2.9951 -2.1529
81 H -2.8689 -1.9295 -2.4471
82 H -1.9088 -1.7314 -0.9905
83 H 0.8446 -2.2806 -4.1346
84 H 1.2760 -2.1549 -2.4374
85 H 1.7092 -0.8580 -3.5637
86 H -4.1716 0.6984 -3.2166
87 H -4.9476 1.7160 -2.0163
88 H -3.8416 0.4240 -1.5222
89 H -2.3944 2.2355 -4.9354
90 H -1.9394 3.8586 -4.3888
91 H -3.6319 3.3704 -4.4118
92 H -2.3606 3.9471 -0.3968
93 H -3.9297 4.1501 -1.1861
94 H -2.4796 4.8570 -1.8870
95 H -0.3902 4.8145 -3.0535
96 H 1.2800 5.1433 -3.5124
97 H 0.8712 4.8639 -1.8188
98 H -0.1502 2.3512 -5.2737
99 H 1.2460 1.2780 -5.0800
100 H 1.4804 2.9827 -5.4509
101 H 3.1397 2.8537 -1.6698
102 H 3.4087 3.2581 -3.3535
103 H 3.2617 1.5682 -2.9000
104 C -2.7758 2.1523 3.6727
105 C -1.8109 1.6874 2.8182
106 N -2.0929 1.3821 1.5302
107 C -3.3381 1.5231 1.0805
108 C -4.3776 1.9790 1.8902
109 C -4.0715 2.3176 3.1979
110 C -5.7389 2.2176 1.3686
111 C -6.5200 1.4857 0.5698
112 C -6.3607 0.1575 -0.0520
113 C -7.3583 -0.2590 -0.9253
114 C -7.2110 -1.4914 -1.5370
115 N -6.1614 -2.2706 -1.3022
116 C -5.2772 -1.7937 -0.4369
117 N -5.3051 -0.6302 0.2028
118 H -2.5132 2.3969 4.6917
119 H -0.7838 1.5467 3.1307
120 H -3.5154 1.2697 0.0512
121 H -4.8412 2.7166 3.8469
122 H -6.1715 3.1503 1.7159
123 H -7.4825 1.9301 0.3422
124 H -8.2198 0.3620 -1.1274
125 H -7.9510 -1.8636 -2.2359
126 H -4.4252 -2.4336 -0.2425

The max |F| is 0.0182 Eh/bohr. Its HOMO energy is -11.78 eV. The charge is +2. As for the spin multiplicity: 1.

Löwdin population analysis, charges in e, atoms 1 to 8: 0.948, -0.055, -0.057, -0.272, 0.024, -0.009, -0.166, -0.023


Here is a molecular structure, C12H34AsCl3GeN3Si2Y at a distorted geometry from OMol25. Energies are from ωB97M-V/def2-TZVPD.

Cartesian coordinates (Å):
1 Y -0.1230 1.6490 -0.8083
2 N 6.1303 1.3894 0.1266
3 C 4.7112 0.7478 0.6908
4 C 4.1795 -0.3180 -0.2655
5 C 2.6385 -0.2119 -0.4261
6 N 2.0013 0.7167 -1.4793
7 C 2.0956 0.2320 0.9665
8 C 2.4881 1.6619 1.3595
9 N 1.4554 2.6589 0.7897
10 C 3.9756 2.0216 1.0404
11 H 6.0108 2.4066 0.0771
12 H 6.2050 0.9323 -0.7879
13 H 6.9018 1.0497 0.7476
14 H 5.0216 0.3893 1.6903
15 H 4.3399 -1.2696 0.2779
16 H 4.6961 -0.2726 -1.2750
17 H 2.2178 -1.1860 -0.6180
18 H 1.8183 0.2576 -2.3859
19 H 2.5960 1.5335 -1.7340
20 H 2.3787 -0.4630 1.8098
21 H 1.0073 0.2018 1.0645
22 H 2.4830 1.8211 2.4728
23 H 2.1004 3.2328 0.2150
24 H 1.2019 3.2552 1.5679
25 H 4.4944 2.4974 1.9264
26 H 3.9596 2.7920 0.2735
27 Cl -2.0260 3.4857 -1.1173
28 Ge -1.2231 3.2429 -3.5787
29 Cl 0.9583 3.5315 -2.3340
30 Cl -0.6982 0.8062 -3.2890
31 C -4.1744 -0.5693 -1.7368
32 Si -4.0851 0.1054 0.0146
33 C -5.5493 -0.8347 0.8841
34 C -4.6593 1.8757 0.3924
35 As -2.1118 -0.2262 0.9808
36 Si -1.5471 -2.5841 0.2873
37 C -3.2741 -3.3781 0.9113
38 C -0.9997 -2.9527 -1.4139
39 C -0.0777 -2.9090 1.4017
40 H -5.1598 -0.1870 -2.2571
41 H -4.3514 -1.6934 -1.6259
42 H -3.2443 -0.4155 -2.3281
43 H -5.2921 -1.3735 1.8024
44 H -5.9288 -1.6467 0.2181
45 H -6.3570 -0.1808 1.2581
46 H -5.5817 2.0734 -0.0582
47 H -3.9394 2.5988 0.0642
48 H -4.9533 2.0874 1.4155
49 H -4.1707 -2.9648 0.5032
50 H -3.3071 -3.4218 2.0321
51 H -3.3246 -4.4274 0.5977
52 H -1.8397 -3.3510 -2.0526
53 H -0.1045 -3.5925 -1.3848
54 H -0.7525 -1.9017 -1.6681
55 H 0.8500 -2.8823 0.7411
56 H -0.1421 -3.8958 1.8668
57 H 0.0817 -2.1445 2.1568

The max |F| is 0.0901 Eh/bohr. Its HOMO energy (spin up / spin down) is -16.29 / -16.21 eV. The charge is +3. As for the spin multiplicity: 2.

Löwdin population analysis, charges in e, atoms 1 to 8: 0.736, 0.244, -0.202, -0.065, -0.274, -0.059, -0.149, -0.297


Here is 8 unconnected molecules or ions with the total composition C23H33F7N2O23S2 at a distorted geometry from OMol25. Energies are from ωB97M-V/def2-TZVPD.

Cartesian coordinates (Å):
1 C 14.2571 -39.6770 -18.0835
2 N 14.4207 -40.2265 -19.4543
3 C 14.1128 -41.6882 -19.4484
4 C 13.3818 -39.5559 -20.2998
5 C 15.7626 -39.9582 -20.0616
6 C 16.8925 -40.6941 -19.3324
7 O 17.9526 -39.8185 -19.0308
8 H 14.4574 -38.6027 -18.1261
9 H 15.0129 -40.1215 -17.4413
10 H 13.2490 -39.8139 -17.7069
11 H 14.5939 -42.2130 -20.2638
12 H 13.0278 -41.7620 -19.5520
13 H 14.2690 -42.1422 -18.4722
14 H 12.4488 -39.5223 -19.7479
15 H 13.2116 -40.0227 -21.2681
16 H 13.7392 -38.5458 -20.5115
17 H 15.9024 -38.8897 -19.8934
18 H 15.6927 -40.1435 -21.1287
19 H 17.3230 -41.4654 -19.9718
20 H 16.5691 -41.1628 -18.3968
21 H 17.4922 -39.0268 -18.7114
22 N 16.6634 -37.7548 -17.8119
23 S 16.0319 -37.1759 -16.4937
24 O 14.6415 -36.8872 -16.5867
25 O 16.8078 -36.2898 -15.6945
26 F 16.0243 -38.5363 -15.6621
27 S 16.4355 -36.4544 -18.8121
28 O 17.0807 -35.2474 -18.4165
29 O 15.1571 -36.3462 -19.4208
30 F 17.2572 -36.9420 -20.0719
31 C 15.6846 -36.8756 -11.0525
32 C 15.4011 -36.7571 -12.5569
33 O 15.1471 -38.1057 -12.9220
34 C 15.8652 -38.8847 -12.0772
35 O 16.2310 -39.9757 -12.3545
36 O 16.2376 -38.1884 -10.9812
37 H 14.8008 -36.6848 -10.4483
38 H 16.4701 -36.1639 -10.8100
39 H 16.2509 -36.3160 -13.0881
40 H 14.5967 -36.0708 -12.8194
41 C 16.0142 -32.6172 -17.5725
42 C 16.0783 -32.9718 -16.0983
43 O 14.6805 -33.1949 -15.8335
44 C 14.1394 -33.7154 -16.9681
45 O 13.1275 -34.3201 -17.0374
46 O 14.9033 -33.3588 -18.0474
47 F 16.5183 -31.9733 -15.3194
48 H 16.9596 -32.6899 -18.0989
49 H 15.7213 -31.5572 -17.6381
50 H 16.6028 -33.9147 -15.9322
51 C 19.0250 -41.9583 -16.0627
52 C 18.4749 -40.6497 -15.5047
53 O 19.4887 -39.7111 -15.8280
54 C 20.2562 -40.2220 -16.8168
55 O 21.1485 -39.6749 -17.3580
56 O 19.8940 -41.5205 -17.0736
57 F 18.0660 -40.7033 -14.2320
58 H 18.1850 -42.5986 -16.3197
59 H 19.6010 -42.4418 -15.2633
60 H 17.6281 -40.3066 -16.1145
61 C 12.6619 -37.6843 -14.3993
62 C 11.6679 -37.1499 -15.4099
63 O 10.4632 -37.6884 -14.9516
64 C 10.7383 -38.8424 -14.2744
65 O 9.9513 -39.6716 -13.9979
66 O 12.0608 -38.8922 -13.9571
67 F 11.9277 -37.6212 -16.6660
68 H 12.8132 -36.9827 -13.5841
69 H 13.5912 -37.8652 -14.9277
70 H 11.6522 -36.0657 -15.4819
71 C 20.1366 -36.5821 -16.2232
72 C 19.9772 -35.2497 -16.9100
73 O 21.2804 -35.0393 -17.4143
74 C 22.1624 -35.8128 -16.6973
75 O 23.3264 -35.8427 -16.8919
76 O 21.4876 -36.5644 -15.7901
77 F 19.5840 -34.2524 -16.0403
78 H 19.9489 -37.4059 -16.9201
79 H 19.3494 -36.7717 -15.4944
80 H 19.2964 -35.1976 -17.7500
81 C 14.8880 -41.2718 -15.0462
82 C 13.4562 -41.7680 -14.8687
83 O 13.4854 -43.0158 -15.5533
84 C 14.4813 -42.9966 -16.4644
85 O 14.5978 -43.7470 -17.3736
86 O 15.3095 -41.9476 -16.2394
87 F 12.5772 -40.9829 -15.5434
88 H 15.5158 -41.5691 -14.2113
89 H 14.8515 -40.1950 -15.1938
90 H 13.2149 -41.9609 -13.8294

The max |F| is 0.0637 Eh/bohr. Its HOMO energy is -10.84 eV. The charge is 0. As for the spin multiplicity: 1.

Löwdin population analysis, charges in e, atoms 1 to 8: 0.003, -0.335, 0.030, 0.013, -0.072, -0.206, -0.055, 0.075